Formula: C33H35CaN3O2S
Source: OMol25
Level of theory: wB97M-V/def2-TZVPD

Output
HOMO energy   -7.358 eV

Element x y z (Å)
Ca (-0.0357, -0.6707, 0.1711)
C (-2.0256, 0.0155, -3.1610)
C (-0.7519, -0.7525, -2.9143)
C (-0.7834, -2.0182, -2.3392)
C (0.3937, -2.7418, -2.1133)
C (0.3378, -4.1334, -1.5436)
C (1.6049, -2.1590, -2.4649)
C (1.6657, -0.8962, -3.0560)
C (2.9893, -0.2940, -3.4365)
C (0.4817, -0.2076, -3.2738)
H (-2.8486, -0.3855, -2.5697)
H (-2.3098, -0.0441, -4.2134)
H (-1.9043, 1.0712, -2.9127)
H (-1.7318, -2.4486, -2.0408)
H (-0.5253, -4.2516, -0.8887)
H (1.2421, -4.3646, -0.9787)
H (0.2623, -4.8626, -2.3534)
H (2.5281, -2.6961, -2.2721)
H (3.3496, -0.7156, -4.3774)
H (3.7329, -0.4952, -2.6656)
H (2.9080, 0.7863, -3.5579)
H (0.5191, 0.7798, -3.7207)
C (0.1204, -0.8810, 3.4506)
N (0.7234, -1.6485, 2.3576)
C (2.1820, -1.6204, 2.4884)
C (0.2277, -3.0346, 2.3830)
C (-1.2322, -3.1670, 1.9868)
C (-2.0483, -3.9837, 2.7662)
C (-3.3628, -4.2253, 2.3866)
C (-3.8417, -3.6411, 1.2239)
C (-3.0109, -2.8080, 0.4754)
C (-1.6810, -2.5237, 0.8170)
H (0.4394, -1.2742, 4.4259)
H (-0.9646, -0.9458, 3.3878)
H (0.4202, 0.1660, 3.3805)
H (2.5077, -2.0922, 3.4256)
H (2.5374, -0.5898, 2.4714)
H (2.6411, -2.1503, 1.6528)
H (0.4014, -3.4717, 3.3786)
H (0.8369, -3.6066, 1.6752)
H (-1.6593, -4.4403, 3.6721)
H (-3.9993, -4.8617, 2.9889)
H (-4.8617, -3.8257, 0.9032)
H (-3.4431, -2.3553, -0.4188)
O (2.2193, 0.1767, -0.3627)
S (2.0737, 1.5726, 0.0655)
O (2.9228, 2.0034, 1.1448)
N (0.5279, 1.6747, 0.3094)
C (-0.1380, 2.6294, 1.0457)
C (0.2784, 3.9166, 1.3006)
C (-0.5250, 4.8054, 2.0405)
C (-1.7436, 4.4274, 2.5265)
C (-2.2058, 3.1102, 2.2941)
C (-3.4437, 2.6303, 2.7751)
C (-3.8140, 1.3406, 2.5289)
C (-2.9433, 0.5084, 1.8008)
N (-1.7844, 0.9140, 1.3318)
C (-1.4065, 2.2068, 1.5610)
C (2.4763, 2.5699, -1.3435)
C (1.4628, 2.9741, -2.2014)
C (1.7863, 3.7080, -3.3340)
C (3.1109, 4.0302, -3.5959)
C (4.1153, 3.6343, -2.7216)
C (3.8001, 2.9051, -1.5855)
H (1.2419, 4.2462, 0.9331)
H (-0.1613, 5.8091, 2.2205)
H (-2.3613, 5.1140, 3.0913)
H (-4.0821, 3.2978, 3.3422)
H (-4.7532, 0.9405, 2.8852)
H (-3.2005, -0.5280, 1.6101)
H (0.4384, 2.7181, -1.9654)
H (1.0041, 4.0311, -4.0088)
H (3.3634, 4.6022, -4.4794)
H (5.1451, 3.8996, -2.9214)
H (4.5642, 2.5970, -0.8837)


Formula: C33H35Cl5N4P2Sn
Source: OMol25
Level of theory: wB97M-V/def2-TZVPD

Output
HOMO energy (alpha / beta)   -6.741 / -6.739 eV

Element x y z (Å)
Sn (2.0708, -1.9297, 1.6914)
C (6.8578, -2.2918, 1.3426)
C (6.8349, -1.4891, 0.2620)
C (6.7961, -1.9906, -1.1596)
C (6.0055, -3.3216, -1.4061)
C (4.6818, -3.4627, -0.7839)
C (4.3847, -3.6022, 0.5058)
C (5.2768, -4.2454, 1.4721)
C (6.7471, -3.7940, 1.3812)
C (-0.3917, -1.9467, 1.2035)
H (6.9618, -1.8214, 2.3330)
H (7.0039, -0.3965, 0.3980)
H (7.8497, -2.1275, -1.4955)
H (6.3885, -1.1865, -1.8030)
H (5.9122, -3.4125, -2.5017)
H (6.6714, -4.1554, -1.1384)
H (3.8763, -3.6114, -1.4947)
H (3.3260, -3.6175, 0.8186)
H (5.2455, -5.3285, 1.3026)
H (4.8906, -4.1188, 2.4885)
H (7.2804, -4.1387, 2.2864)
H (7.2717, -4.2189, 0.5094)
H (-0.7408, -1.3944, 2.0715)
H (-0.8066, -2.9766, 1.1603)
H (-0.6159, -1.3930, 0.2945)
P (1.3091, -1.9024, -1.5311)
P (2.5100, 1.4373, -0.8267)
N (1.6122, -3.7828, -1.4076)
N (0.5166, -2.1197, -3.0758)
N (3.3136, 0.9174, 0.6134)
N (3.2726, 2.9687, -0.9750)
C (2.9504, -1.2203, -1.9945)
C (3.2127, 0.3036, -2.0901)
C (1.3374, -4.4596, -0.2141)
C (1.4862, -5.8296, -0.3822)
C (1.8681, -6.0337, -1.7470)
C (1.9521, -4.7719, -2.3460)
C (-0.8418, -2.5197, -3.0449)
C (-1.3829, -2.2359, -4.2894)
C (-0.3480, -1.6791, -5.1078)
C (0.8154, -1.6282, -4.3503)
C (2.7691, 1.1079, 1.8822)
C (3.4455, 0.3293, 2.7887)
C (4.4740, -0.3633, 2.0781)
C (4.3570, 0.0021, 0.7303)
C (4.4393, 3.5946, -0.4845)
C (4.3340, 4.9574, -0.7234)
C (3.0725, 5.1904, -1.3815)
C (2.4433, 3.9747, -1.5268)
H (3.2169, -1.6818, -2.9545)
H (3.6391, -1.6361, -1.2420)
H (4.3003, 0.4744, -2.0937)
H (2.8124, 0.7041, -3.0366)
H (1.0618, -3.9672, 0.7134)
H (1.3189, -6.5757, 0.3825)
H (2.0214, -6.9908, -2.2179)
H (2.1937, -4.5237, -3.3680)
H (-1.2848, -2.8997, -2.1381)
H (-2.3997, -2.3951, -4.5631)
H (-0.4511, -1.3318, -6.1067)
H (1.8050, -1.2738, -4.5834)
H (2.0095, 1.8513, 2.0079)
H (3.2849, 0.2864, 3.8573)
H (5.2048, -1.0453, 2.4760)
H (5.0096, -0.1821, -0.1136)
H (5.2304, 3.0268, 0.0103)
H (5.0467, 5.7333, -0.4596)
H (2.6756, 6.1372, -1.6998)
H (1.4805, 3.6962, -1.9345)
Cl (-0.4064, 0.6375, -2.0675)
C (-0.6327, 1.4505, -0.5395)
C (-0.1506, 1.0401, 0.6604)
C (-0.4611, 1.4658, 1.9084)
Cl (0.1244, 0.7295, 3.3943)
C (-1.3343, 2.5819, 1.9902)
Cl (-1.8786, 3.1544, 3.5107)
C (-1.7571, 3.1657, 0.7603)
Cl (-2.7703, 4.5379, 0.8013)
C (-1.3810, 2.6562, -0.5103)
Cl (-1.7580, 3.4459, -1.9782)


Formula: C33H35F5N4P2SZn
Source: OMol25
Level of theory: wB97M-V/def2-TZVPD

Output
HOMO energy (alpha / beta)   -5.351 / -5.483 eV

Element x y z (Å)
Zn (-4.5373, 0.5081, -2.9345)
C (-5.9510, 1.0969, -4.1864)
C (-5.0811, 2.1886, -3.9999)
C (-5.2869, 3.4216, -3.1374)
C (-6.0924, 3.1804, -1.8470)
C (-5.6352, 1.9815, -1.1133)
C (-5.8167, 0.6347, -1.3951)
C (-7.0882, 0.1579, -2.1074)
C (-7.2847, 0.8675, -3.4590)
C (-1.8495, -0.5486, 0.3679)
H (-5.8710, 0.5528, -5.1442)
H (-4.2764, 2.3638, -4.7329)
H (-5.7678, 4.2028, -3.7467)
H (-4.3067, 3.8519, -2.8570)
H (-5.9463, 4.0589, -1.1863)
H (-7.1627, 3.1923, -2.1070)
H (-5.2707, 2.2115, -0.1153)
H (-5.5003, -0.0403, -0.5747)
H (-7.9996, 0.2528, -1.4910)
H (-6.9584, -0.9250, -2.2413)
H (-7.8962, 0.2201, -4.1066)
H (-7.8758, 1.7788, -3.2778)
H (-2.6010, -0.6803, -0.4459)
H (-2.0492, -1.3778, 1.0796)
H (-0.8571, -0.7474, -0.0746)
P (-2.2660, 1.1687, 0.8539)
P (-0.1422, 1.7568, -1.6952)
N (-3.8370, 0.8662, 1.6468)
N (-1.5228, 2.1312, 2.0575)
N (-1.2758, 0.7576, -2.9539)
N (0.7798, 2.5353, -2.9101)
C (-2.5621, 2.4597, -0.4567)
C (-1.4434, 3.0128, -1.3946)
C (-4.4634, -0.3820, 1.7438)
C (-5.6694, -0.2523, 2.3968)
C (-5.8398, 1.1276, 2.7124)
C (-4.7205, 1.7969, 2.2495)
C (-1.2435, 1.5805, 3.3139)
C (-0.8719, 2.5901, 4.1789)
C (-0.9821, 3.8316, 3.4750)
C (-1.4132, 3.5369, 2.1940)
C (-1.6539, -0.5372, -2.7278)
C (-2.7775, -0.8723, -3.5211)
C (-2.9098, 0.2165, -4.4611)
C (-2.0197, 1.2191, -4.0151)
C (0.3995, 3.2357, -4.0583)
C (1.4991, 3.3756, -4.8800)
C (2.6157, 2.7799, -4.2088)
C (2.1594, 2.2703, -3.0087)
H (-2.9307, 3.3101, 0.1284)
H (-3.4345, 2.1735, -1.0710)
H (-1.8938, 3.3714, -2.3396)
H (-0.9404, 3.9020, -0.9684)
H (-3.9822, -1.2603, 1.3558)
H (-6.3685, -1.0571, 2.5837)
H (-6.7110, 1.5598, 3.1937)
H (-4.4832, 2.8501, 2.3209)
H (-1.3357, 0.5183, 3.4393)
H (-0.5462, 2.4584, 5.1965)
H (-0.7499, 4.8138, 3.8618)
H (-1.6444, 4.2066, 1.3794)
H (-1.0050, -1.1965, -2.1707)
H (-3.1864, -1.8740, -3.6222)
H (-3.3446, 0.1718, -5.4576)
H (-1.7340, 2.1292, -4.5219)
H (-0.5921, 3.6325, -4.1652)
H (1.5058, 3.8161, -5.8603)
H (3.6352, 2.7244, -4.5587)
H (2.6460, 1.7116, -2.2163)
F (5.3174, -2.5598, 2.2260)
C (4.3469, -2.1478, 1.3954)
C (3.7360, -3.0630, 0.5395)
F (4.0652, -4.3691, 0.5912)
C (2.7957, -2.6211, -0.3795)
F (2.1600, -3.5104, -1.1787)
C (2.4546, -1.2457, -0.4946)
S (1.4677, -0.6894, -1.7473)
C (3.0234, -0.3659, 0.4598)
F (2.6133, 0.9274, 0.4838)
C (3.9710, -0.8046, 1.3704)
F (4.5411, 0.0742, 2.2170)


Formula: C33H35F6N7OPbS3
Source: OMol25
Level of theory: wB97M-V/def2-TZVPD

Output
Total charge   +2
HOMO energy   -12.973 eV

Element x y z (Å)
Pb (0.0657, -0.2771, -0.6318)
C (1.3434, -3.0770, 2.6575)
C (2.5398, -2.5717, 3.1661)
C (2.9478, -1.3214, 2.7813)
C (2.1986, -0.5926, 1.8567)
N (1.0880, -1.1188, 1.3085)
C (0.6547, -2.3237, 1.7417)
N (2.5730, 0.7231, 1.6623)
C (2.4438, 1.2952, 0.5412)
N (1.9374, 0.7465, -0.6461)
C (2.1803, 1.6731, -1.6802)
N (2.0267, 1.5100, -2.9337)
C (1.5632, 0.3349, -3.4968)
C (1.8714, 0.1725, -4.8497)
C (1.4387, -0.9325, -5.5339)
C (0.6591, -1.8692, -4.8602)
C (0.3647, -1.6473, -3.5401)
N (0.8158, -0.5776, -2.8425)
C (2.7384, 2.8926, -1.0824)
C (3.1287, 4.0825, -1.6730)
C (3.6788, 5.0454, -0.8380)
C (3.8552, 4.8067, 0.5291)
C (3.4822, 3.5992, 1.1045)
C (2.9046, 2.6601, 0.2686)
H (0.9535, -4.0328, 2.9707)
H (3.1178, -3.1371, 3.8821)
H (3.8297, -0.8512, 3.1892)
H (-0.2822, -2.6608, 1.3425)
H (2.4478, 0.9533, -5.3219)
H (1.6810, -1.0590, -6.5788)
H (0.2756, -2.7484, -5.3533)
H (-0.2636, -2.3339, -3.0087)
H (3.0104, 4.2490, -2.7329)
H (3.9890, 5.9929, -1.2519)
H (4.3016, 5.5739, 1.1444)
H (3.6420, 3.3982, 2.1534)
C (-1.0259, -1.2399, 4.7438)
C (-2.3434, -1.3375, 3.9616)
S (-2.2576, -1.0516, 2.1628)
C (-3.0135, 0.5741, 1.9286)
C (-2.2598, 1.7255, 2.5742)
S (-0.6283, 2.0623, 1.8383)
C (0.3856, 2.2550, 3.3332)
C (0.6998, 0.9532, 4.0927)
S (-0.5536, 0.4281, 5.3121)
H (-0.2007, -1.6500, 4.1616)
H (-1.1173, -1.8229, 5.6571)
H (-3.0853, -0.6549, 4.3720)
H (-2.7422, -2.3478, 4.0795)
H (-4.0443, 0.5573, 2.2852)
H (-3.0381, 0.6789, 0.8537)
H (-2.0778, 1.5043, 3.6100)
H (-2.8591, 2.6338, 2.5473)
H (-0.0767, 2.9848, 3.9977)
H (1.3280, 2.6738, 2.9819)
H (1.6237, 1.1112, 4.6462)
H (0.8471, 0.1464, 3.3911)
C (-1.0426, 2.9748, -2.0840)
C (-2.0592, 1.8945, -1.7979)
O (-1.6206, 0.8831, -0.8733)
C (-2.5838, 1.2722, -3.1114)
F (-1.5655, 0.6999, -3.7886)
F (-3.1215, 2.1849, -3.9053)
F (-3.4864, 0.3113, -2.9022)
C (-3.2599, 2.5654, -1.0647)
F (-3.7525, 3.5635, -1.7939)
F (-2.8546, 3.0703, 0.0976)
F (-4.2447, 1.6983, -0.8149)
H (-0.1785, 2.5521, -2.5756)
H (-0.7372, 3.4361, -1.1450)
H (-1.4564, 3.7406, -2.7378)
C (0.3394, -5.8448, -1.4149)
C (-0.3750, -4.5560, -1.2361)
C (-1.7197, -4.2382, -1.3020)
C (-1.8268, -2.8706, -1.0487)
N (-0.5936, -2.3790, -0.8411)
N (0.2782, -3.4141, -0.9536)
C (-3.0554, -2.0450, -0.9957)
H (-0.3703, -6.6242, -1.6763)
H (0.8484, -6.1402, -0.4983)
H (1.0805, -5.7744, -2.2101)
H (-2.5273, -4.9147, -1.5051)
H (1.2716, -3.2779, -0.8441)
H (-3.6093, -2.1454, -1.9283)
H (-2.8471, -0.9923, -0.8388)
H (-3.6934, -2.3913, -0.1842)


Formula: C33H35FN5O6S2Sr
Source: OMol25
Level of theory: wB97M-V/def2-TZVPD

Output
Total charge   -1
HOMO energy   -4.182 eV

Element x y z (Å)
Sr (-0.4237, -0.3548, 0.0390)
O (-0.3054, -4.8629, 4.5290)
C (-0.3989, -3.8415, 3.6357)
C (-1.5737, -3.5848, 2.9387)
C (-1.5772, -2.5264, 2.0548)
N (-0.4981, -1.7743, 1.8645)
C (0.6378, -2.0242, 2.5188)
C (0.7321, -3.0553, 3.4309)
C (1.8304, -1.1445, 2.0909)
O (2.9369, -1.4108, 2.5549)
O (1.5418, -0.2628, 1.2156)
C (-2.8060, -2.1043, 1.2335)
O (-3.8918, -2.5847, 1.5199)
O (-2.5337, -1.2445, 0.3171)
H (-1.1431, -5.3391, 4.5416)
H (-2.4620, -4.1970, 3.0403)
H (1.6588, -3.2420, 3.9542)
C (2.9544, 2.7020, -0.2600)
C (1.6952, 3.5484, -0.4780)
C (2.0589, 4.9536, -0.9598)
C (0.8659, 3.5667, 0.7892)
C (1.3128, 4.2815, 1.8932)
C (0.6095, 4.2742, 3.0883)
C (-0.5604, 3.5413, 3.1784)
C (-1.0398, 2.8133, 2.0930)
C (-2.3250, 2.0191, 2.2388)
C (-2.1917, 0.9371, 3.3174)
C (-3.5174, 2.9284, 2.5427)
C (-0.3163, 2.8072, 0.8860)
N (-0.7418, 2.0227, -0.2074)
C (-1.5105, 2.6267, -1.1399)
C (-2.0603, 3.9281, -1.0546)
C (-2.8491, 4.4584, -2.0670)
C (-3.1298, 3.7405, -3.2208)
C (-2.5843, 2.4618, -3.3533)
C (-1.8081, 1.9572, -2.3478)
F (-1.2386, 0.7113, -2.5329)
H (3.5213, 2.6060, -1.1909)
H (2.6978, 1.7045, 0.1030)
H (3.6013, 3.1698, 0.4876)
H (1.0982, 3.0717, -1.2562)
H (2.7426, 5.4506, -0.2673)
H (1.1673, 5.5747, -1.0629)
H (2.5541, 4.9019, -1.9329)
H (2.2335, 4.8504, 1.8230)
H (0.9741, 4.8325, 3.9422)
H (-1.1151, 3.5337, 4.1107)
H (-2.5251, 1.5287, 1.2847)
H (-2.2005, 1.3824, 4.3162)
H (-1.2561, 0.3859, 3.2100)
H (-3.0171, 0.2243, 3.2530)
H (-3.3640, 3.4777, 3.4751)
H (-4.4293, 2.3351, 2.6435)
H (-3.6685, 3.6521, 1.7397)
H (-1.8563, 4.5079, -0.1630)
H (-3.2565, 5.4563, -1.9490)
H (-3.7439, 4.1575, -4.0074)
H (-2.7590, 1.8608, -4.2371)
S (-0.7813, -5.0405, -0.1139)
C (0.2973, -5.1123, -1.4001)
N (1.6295, -5.2259, -1.2181)
C (2.6038, -5.2780, -2.2981)
C (2.0674, -4.4933, -3.4821)
C (0.7139, -5.0641, -3.8557)
N (-0.1433, -5.0954, -2.6770)
H (1.9207, -5.2636, -0.2556)
H (2.7847, -6.3178, -2.5945)
H (3.5463, -4.8600, -1.9451)
H (2.7596, -4.5413, -4.3231)
H (1.9404, -3.4536, -3.1904)
H (0.8326, -6.0777, -4.2534)
H (0.2304, -4.4582, -4.6213)
H (-1.1145, -4.8452, -2.7648)
O (-2.4411, -2.5654, -2.1551)
C (-1.6202, -2.1581, -1.4882)
S (4.1851, -0.9611, -1.3310)
C (3.4448, -0.0494, -2.5791)
C (2.1074, -0.2653, -2.5729)
N (1.6616, -1.1554, -1.6193)
C (2.6561, -1.5859, -0.9021)
H (4.0193, 0.5999, -3.2175)
H (1.3901, 0.1872, -3.2418)
H (2.5630, -2.3098, -0.1069)


Formula: C33H35GeN2O2P2S5W
Source: OMol25
Level of theory: wB97M-V/def2-TZVPD

Output
Total charge   +1
HOMO energy   -9.887 eV

Element x y z (Å)
W (0.7372, -1.0050, -0.3413)
C (0.0788, -3.3399, 2.6175)
P (0.7845, -1.7373, 2.1484)
C (-0.0678, -0.5986, 3.2898)
C (2.4795, -1.7035, 2.7817)
C (2.9741, -2.5582, 3.7569)
C (4.2721, -2.3952, 4.2216)
C (5.0664, -1.3692, 3.7313)
C (4.5796, -0.5180, 2.7495)
C (3.2942, -0.6989, 2.2566)
P (2.6154, 0.3155, 0.9148)
C (2.3563, 1.9145, 1.7601)
C (3.9803, 0.6928, -0.2421)
H (0.6781, -4.1583, 2.2178)
H (-0.9262, -3.4130, 2.2034)
H (0.0252, -3.4148, 3.7039)
H (0.1601, -0.8704, 4.3205)
H (-1.1454, -0.6592, 3.1357)
H (0.2443, 0.4293, 3.1138)
H (2.3597, -3.3549, 4.1557)
H (4.6620, -3.0691, 4.9725)
H (6.0735, -1.2381, 4.1038)
H (5.2197, 0.2659, 2.3631)
H (3.3210, 2.2454, 2.1495)
H (1.6719, 1.8145, 2.6006)
H (1.9671, 2.6620, 1.0782)
H (4.9354, 0.3982, 0.1896)
H (3.9955, 1.7633, -0.4409)
H (3.8567, 0.1636, -1.1847)
N (1.1733, 2.3027, -1.4732)
N (1.8150, 1.8264, -2.6239)
C (1.6798, 0.5070, -2.9913)
O (1.9924, 0.1249, -4.0833)
O (1.1935, -0.3136, -2.0465)
H (0.2476, 2.6681, -1.6920)
H (1.7294, 3.0639, -1.1026)
H (1.8869, 2.4390, -3.4241)
S (2.4887, -8.1599, 0.3046)
C (2.1501, -6.6021, 0.0086)
S (0.5383, -6.0119, -0.3282)
C (0.9736, -4.3257, -0.4748)
C (2.2677, -4.0097, -0.2969)
S (2.8380, -2.3843, -0.4384)
S (3.3498, -5.3269, 0.0697)
S (-0.2624, -3.1202, -0.6574)
C (-1.0056, -0.5703, 0.2157)
Ge (-1.9800, 0.7748, -0.9501)
C (-3.8436, 0.2493, -0.7126)
C (-4.6501, -0.0419, -1.8087)
C (-5.9911, -0.3568, -1.6311)
C (-6.5337, -0.3858, -0.3555)
C (-5.7374, -0.0952, 0.7457)
C (-4.4008, 0.2221, 0.5650)
C (-1.7566, 2.5153, -0.0872)
C (-2.5984, 3.5674, -0.4498)
C (-2.4850, 4.8044, 0.1694)
C (-1.5430, 4.9999, 1.1708)
C (-0.7175, 3.9535, 1.5579)
C (-0.8293, 2.7211, 0.9287)
C (-1.5211, 0.8027, -2.8358)
C (-1.4361, -0.3838, -3.5647)
C (-1.2070, -0.3557, -4.9307)
C (-1.0699, 0.8597, -5.5877)
C (-1.1683, 2.0462, -4.8775)
C (-1.3958, 2.0174, -3.5076)
H (-1.8084, -0.9179, 0.8650)
H (-4.2343, -0.0221, -2.8101)
H (-6.6107, -0.5789, -2.4901)
H (-7.5786, -0.6308, -0.2174)
H (-6.1620, -0.1091, 1.7412)
H (-3.7948, 0.4726, 1.4320)
H (-3.3583, 3.4226, -1.2108)
H (-3.1400, 5.6149, -0.1228)
H (-1.4620, 5.9634, 1.6566)
H (0.0036, 4.0977, 2.3539)
H (-0.1938, 1.8954, 1.2262)
H (-1.5317, -1.3413, -3.0628)
H (-1.1244, -1.2829, -5.4819)
H (-0.8828, 0.8796, -6.6530)
H (-1.0739, 2.9957, -5.3889)
H (-1.4881, 2.9562, -2.9688)


| no. | strongest force on any atom (eV/Å) | M (g/mol) |
| --- | --- | --- |
| 1 | 0.505 | 577.8 |
| 2 | 3.448 | 845.6 |
| 3 | 2.833 | 742.1 |
| 4 | 1.036 | 963.1 |
| 5 | 2.847 | 768.4 |
| 6 | 1.075 | 970.4 |